1.
{
  "formula": "C5H3CrO6",
  "method": "ωB97M-V/def2-TZVPD",
  "s_squared": 3.79,
  "e_lumo_ev": [-11.30, -12.70],
  "charge": 2,
  "multiplicity": 4,
  "max_force_ha_per_bohr": 0.1573,
  "symbols": ["O", "C", "Cr", "O", "C", "C", "O", "C", "O", "C", "O", "H", "O", "H", "H"],
  "xyz": [[-3.30, -0.45, -1.52], [-2.20, -0.04, -1.70], [-0.26, 0.24, -0.91], [-1.46, -0.85, 1.68], [-0.95, -0.43, 0.71], [1.70, 0.58, -0.70], [2.82, 0.84, -0.70], [-0.56, 1.87, -0.03], [-0.63, 2.71, 0.78], [0.33, -1.54, -1.06], [0.75, -2.60, -0.82], [-1.74, 0.45, -2.72], [1.66, 0.08, 2.47], [2.47, 0.00, 1.94], [1.37, -0.85, 2.57]]
}

2.
{
  "formula": "C5H3F",
  "method": "ωB97M-V/def2-TZVPD",
  "e_lumo_ev": 0.75,
  "charge": 0,
  "max_force_ha_per_bohr": 0.1537,
  "symbols": ["C", "C", "C", "C", "C", "F", "H", "H", "H"],
  "xyz": [[-0.68, 0.22, 0.37], [-0.57, 0.09, 1.76], [-0.36, 0.02, -0.78], [0.20, 0.06, -1.98], [0.62, 0.00, 1.28], [-1.37, -0.25, 2.71], [0.49, 1.09, -2.38], [0.10, -0.84, -2.53], [1.58, -0.39, 1.55]]
}

3.
{
  "formula": "C5H3F",
  "method": "ωB97M-V/def2-TZVPD",
  "e_lumo_ev": 0.54,
  "charge": 0,
  "max_force_ha_per_bohr": 0.0645,
  "symbols": ["C", "C", "C", "C", "C", "H", "H", "H", "F"],
  "xyz": [[2.06, -0.04, 0.00], [0.58, -0.14, -0.13], [-0.63, -0.05, -0.17], [-1.97, 0.06, -0.15], [-3.18, 0.15, 0.02], [2.61, -0.48, -0.90], [2.25, 1.08, 0.14], [-4.22, 0.16, 0.08], [2.50, -0.75, 1.12]]
}

4.
{
  "formula": "C5H3FN4O2",
  "method": "ωB97M-V/def2-TZVPD",
  "e_lumo_ev": -0.81,
  "charge": 0,
  "max_force_ha_per_bohr": 0.0959,
  "symbols": ["C", "C", "C", "C", "C", "N", "N", "N", "N", "O", "O", "F", "H", "H", "H"],
  "xyz": [[-2.60, -0.42, -0.13], [-0.78, 0.73, -0.07], [-0.47, -0.58, 0.14], [0.27, 1.75, 0.02], [2.21, -0.10, 0.01], [-2.16, 0.76, -0.24], [-1.58, -1.37, 0.06], [1.57, 1.20, 0.05], [1.41, -1.16, 0.47], [0.21, 2.93, 0.07], [3.35, -0.30, -0.37], [1.65, -2.36, -0.20], [-3.60, -0.63, -0.25], [-1.84, -2.28, 0.32], [2.35, 1.82, 0.12]]
}

5.
{
  "formula": "C5H3FS",
  "method": "ωB97M-V/def2-TZVPD",
  "e_lumo_ev": -1.65,
  "charge": 0,
  "max_force_ha_per_bohr": 0.0497,
  "symbols": ["C", "C", "C", "C", "C", "H", "H", "H", "F", "S"],
  "xyz": [[-0.83, -0.22, -0.03], [-2.07, 0.26, -0.02], [0.45, 0.59, 0.01], [1.63, -0.16, -0.01], [2.66, -0.76, 0.01], [-2.28, 1.33, 0.00], [-2.91, -0.39, 0.10], [3.55, -1.35, -0.06], [-0.63, -1.57, 0.00], [0.43, 2.27, 0.00]]
}

6.
{
  "formula": "C5H3HoO3",
  "method": "ωB97M-V/def2-TZVPD",
  "s_squared": 8.79,
  "e_lumo_ev": [-12.20, -15.01],
  "charge": 3,
  "multiplicity": 6,
  "max_force_ha_per_bohr": 0.1271,
  "symbols": ["C", "C", "O", "C", "C", "O", "C", "O", "Ho", "H", "H", "H"],
  "xyz": [[0.33, 0.29, 0.05], [0.68, 1.01, -0.95], [0.98, 1.54, -1.96], [0.09, 0.17, 1.49], [0.09, -1.27, 1.89], [0.31, -1.60, 3.05], [-2.65, -2.99, 5.88], [-1.59, -3.33, 5.65], [0.61, -3.49, 4.61], [0.79, 0.75, 2.11], [-0.93, 0.55, 1.70], [-0.08, -2.06, 1.13]]
}

7.
{
  "formula": "C5H3N",
  "method": "ωB97M-V/def2-TZVPD",
  "e_lumo_ev": [-1.87, -1.87],
  "charge": 0,
  "max_force_ha_per_bohr": 0.0922,
  "symbols": ["C", "C", "C", "C", "C", "N", "H", "H", "H"],
  "xyz": [[0.68, 0.60, -0.08], [2.03, 0.44, 0.02], [-1.15, -1.06, -0.03], [0.36, -0.88, -0.05], [-0.81, 1.15, -0.08], [-1.69, 0.18, 0.00], [1.01, -1.42, -0.76], [0.66, -1.16, 0.93], [-1.10, 2.13, 0.06]]
}

8.
{
  "formula": "C5H3N",
  "method": "ωB97M-V/def2-TZVPD",
  "e_lumo_ev": [-0.25, -0.25],
  "charge": 0,
  "max_force_ha_per_bohr": 0.0635,
  "symbols": ["C", "C", "C", "C", "C", "N", "H", "H", "H"],
  "xyz": [[0.72, -0.76, -0.44], [0.63, 0.15, 0.47], [-0.88, 0.45, 0.51], [-0.15, -1.33, -1.22], [0.47, 1.33, 1.20], [-0.73, 1.75, 0.63], [-0.68, -0.74, -1.95], [-0.15, -2.40, -1.41], [0.77, 1.55, 2.21]]
}

9.
{
  "formula": "C5H3N",
  "method": "ωB97M-V/def2-TZVPD",
  "e_lumo_ev": [-0.79, -0.99],
  "charge": 0,
  "max_force_ha_per_bohr": 0.0561,
  "symbols": ["C", "C", "C", "C", "C", "N", "H", "H", "H"],
  "xyz": [[0.43, -1.79, -0.36], [-0.58, -1.22, -0.96], [-0.94, -0.13, 0.42], [0.37, -0.78, 0.80], [-1.71, -0.50, -0.88], [-2.20, -0.30, 0.50], [0.11, -1.32, 1.78], [1.24, -0.22, 0.87], [-1.20, 0.81, -2.69]]
}

> Look up the charge of the third one.

0

> What is the charge in the fourth record?

0

Please write out number 8 again, unchanged.
{
  "formula": "C5H3N",
  "method": "ωB97M-V/def2-TZVPD",
  "e_lumo_ev": [-0.25, -0.25],
  "charge": 0,
  "max_force_ha_per_bohr": 0.0635,
  "symbols": ["C", "C", "C", "C", "C", "N", "H", "H", "H"],
  "xyz": [[0.72, -0.76, -0.44], [0.63, 0.15, 0.47], [-0.88, 0.45, 0.51], [-0.15, -1.33, -1.22], [0.47, 1.33, 1.20], [-0.73, 1.75, 0.63], [-0.68, -0.74, -1.95], [-0.15, -2.40, -1.41], [0.77, 1.55, 2.21]]
}